Entry 1:
C47H63BrF4GeMgNO3PSi2Te | ωB97M-V/def2-TZVPD

```
! RIJCOSX wB97M-V def2-TZVPD def2/J DEFGRID3
* xyz 1 2
Mg -0.704 -1.217 -1.235
C 1.301 -4.398 -1.474
C -0.153 -4.323 -1.921
C -1.084 -4.793 -0.811
C -0.364 -5.162 -3.175
O -0.471 -2.946 -2.183
Ge -0.454 -2.081 -3.916
O 1.037 -1.103 -3.269
C 2.051 -0.742 -4.223
C 2.540 -1.984 -4.972
C 3.224 -0.144 -3.458
C 1.500 0.286 -5.208
O -1.549 -0.775 -2.972
C -2.970 -0.707 -3.240
C -3.658 -1.923 -2.626
C -3.203 -0.652 -4.745
C -3.484 0.580 -2.603
H 1.605 -5.429 -1.291
H 1.955 -3.969 -2.235
H 1.419 -3.840 -0.543
H -0.829 -5.806 -0.496
H -1.012 -4.127 0.051
H -2.119 -4.789 -1.158
H -0.213 -6.217 -2.943
H -1.379 -5.040 -3.557
H 0.338 -4.890 -3.966
H 2.798 -2.774 -4.264
H 1.781 -2.365 -5.657
H 3.428 -1.750 -5.561
H 3.595 -0.855 -2.714
H 4.048 0.094 -4.133
H 2.931 0.789 -2.965
H 2.258 0.568 -5.940
H 0.644 -0.119 -5.751
H 1.181 1.188 -4.684
H -3.269 -2.849 -3.055
H -3.502 -1.957 -1.543
H -4.732 -1.887 -2.811
H -2.974 -1.600 -5.232
H -4.249 -0.416 -4.946
H -2.585 0.132 -5.188
H -4.561 0.526 -2.438
H -2.996 0.747 -1.642
H -3.276 1.444 -3.236
F -2.894 6.666 -3.147
C -2.588 5.677 -2.323
C -3.008 5.710 -1.008
F -3.712 6.741 -0.562
C -2.670 4.669 -0.159
F -3.053 4.801 1.109
C -1.941 3.561 -0.575
P -1.519 2.125 0.510
C -2.964 1.810 1.594
C -3.809 0.766 1.224
C -4.902 0.424 2.008
C -5.145 1.106 3.189
C -4.290 2.126 3.587
C -3.207 2.476 2.797
C -0.348 2.911 1.675
C -0.013 2.201 2.831
C 0.928 2.697 3.719
C 1.558 3.909 3.461
C 1.239 4.617 2.312
C 0.295 4.120 1.421
C -1.506 3.572 -1.906
Br -0.440 2.200 -2.647
C -1.826 4.609 -2.765
F -1.412 4.613 -4.030
H -3.600 0.192 0.332
H -5.549 -0.389 1.704
H -5.991 0.836 3.808
H -4.469 2.656 4.513
H -2.551 3.271 3.122
H -0.502 1.256 3.039
H 1.161 2.143 4.619
H 2.285 4.304 4.159
H 1.709 5.571 2.113
H 0.049 4.693 0.535
N -3.189 -2.342 8.459
C -2.912 -2.214 7.351
C -2.567 -2.050 5.966
C -2.077 -3.132 5.237
C -1.741 -2.968 3.907
C -1.886 -1.723 3.289
C -2.389 -0.647 4.026
C -2.727 -0.807 5.356
C -1.514 -1.549 1.917
C -1.199 -1.405 0.748
H -1.967 -4.095 5.718
H -1.365 -3.805 3.333
H -2.534 0.311 3.541
H -3.120 0.024 5.927
C 1.552 -3.719 2.176
Si 2.648 -2.220 2.285
C 4.311 -2.620 3.028
C 1.776 -0.874 3.237
C 3.074 -1.614 0.487
Te 1.907 -0.054 -0.279
C 2.861 1.473 0.808
Si 4.102 2.533 -0.201
C 5.376 1.373 -0.943
C 3.165 3.484 -1.499
C 4.901 3.685 1.026
H 1.400 -4.107 3.187
H 1.987 -4.520 1.577
H 0.572 -3.459 1.768
H 4.182 -3.104 3.999
H 4.906 -1.718 3.186
H 4.887 -3.299 2.397
H 1.492 -1.274 4.214
H 0.852 -0.577 2.735
H 2.389 0.011 3.412
H 3.003 -2.437 -0.224
H 4.099 -1.232 0.475
H 3.390 0.938 1.598
H 2.077 2.085 1.253
H 5.004 0.358 -1.099
H 6.252 1.303 -0.294
H 5.717 1.735 -1.914
H 2.512 2.862 -2.112
H 3.862 3.987 -2.172
H 2.539 4.251 -1.036
H 5.375 3.140 1.844
H 4.180 4.382 1.452
H 5.678 4.269 0.526
*
```

Values from the calculation:
Lowest unoccupied orbital energy (alpha / beta)   -2.64 / -5.59 eV
ΔE to the lowest compared entry with this formula, charge and spin   54.1 kJ/mol

---

Entry 2:
C47H65BBrN19O7RbS4 | ωB97M-V/def2-TZVPD

```
! RIJCOSX wB97M-V def2-TZVPD def2/J DEFGRID3
* xyz -1 1
Rb 0.292 -0.313 -0.604
N 2.534 -0.900 1.463
C 3.177 0.396 1.355
C 4.694 0.329 1.592
C 5.409 1.676 1.393
C 6.289 2.039 2.600
N 5.484 1.948 3.788
C 5.734 1.248 4.824
N 6.824 0.436 5.052
N 4.824 1.288 5.855
C 2.359 1.323 2.262
O 2.922 1.982 3.265
O 1.172 1.466 2.074
H 2.923 -1.441 2.228
H 2.614 -1.453 0.616
H 3.019 0.770 0.334
H 5.092 -0.402 0.885
H 4.894 -0.063 2.596
H 4.674 2.467 1.241
H 6.036 1.650 0.502
H 6.637 3.075 2.503
H 7.172 1.384 2.606
H 3.933 1.946 3.350
H 7.631 0.580 4.469
H 7.042 0.229 6.013
H 3.921 1.653 5.589
H 4.788 0.483 6.459
N 2.335 1.949 -1.282
C 1.569 3.026 -0.699
C 2.322 4.348 -0.765
C 1.681 5.516 0.000
C 0.889 5.171 1.282
N -0.415 4.506 1.178
C -1.223 4.688 0.001
N -2.414 3.935 0.155
N -1.587 6.051 -0.251
C 0.103 3.068 -1.083
O -0.433 4.307 -1.192
O -0.570 2.071 -1.113
H 2.765 2.193 -2.173
H 1.720 1.169 -1.512
H 1.465 2.782 0.370
H 2.460 4.648 -1.804
H 3.311 4.142 -0.351
H 1.040 6.069 -0.686
H 2.485 6.191 0.313
H 0.723 6.118 1.814
H 1.504 4.548 1.935
H -0.344 3.512 1.375
H -2.230 2.935 0.175
H -3.031 4.125 -0.628
H -0.816 6.673 -0.054
H -2.374 6.287 0.338
C -1.958 -4.040 -2.481
N -2.394 -2.793 -3.032
C -2.329 -2.404 -4.350
C -2.792 -1.135 -4.405
N -3.144 -0.732 -3.146
B -3.716 0.657 -2.817
N -2.765 1.796 -3.316
C -3.210 3.089 -3.301
C -2.216 3.911 -3.706
N -1.133 3.112 -3.973
C 0.151 3.528 -4.444
C -1.482 1.812 -3.718
S -0.392 0.570 -3.968
C -2.891 -1.750 -2.304
S -3.260 -1.914 -0.683
H -1.983 -4.803 -3.259
H -2.633 -4.311 -1.666
H -0.939 -3.961 -2.081
H -1.974 -3.069 -5.114
H -2.891 -0.478 -5.247
H -3.842 0.767 -1.634
H -4.748 0.794 -3.428
H -4.218 3.311 -3.008
H -2.183 4.976 -3.808
H 0.336 4.551 -4.121
H 0.195 3.474 -5.537
H 0.912 2.853 -4.044
N 1.102 -2.333 -8.897
C 1.562 -2.022 -7.622
C 0.738 -2.186 -6.511
C 1.172 -1.816 -5.252
C 2.437 -1.289 -5.096
C 3.268 -1.127 -6.188
C 2.840 -1.492 -7.448
S 3.113 -0.690 -3.542
O 3.072 0.752 -3.621
O 4.455 -1.234 -3.430
N 2.220 -1.160 -2.289
C 2.149 -2.434 -2.007
S 2.744 -3.710 -3.116
C 2.216 -4.894 -1.950
C 1.678 -4.277 -0.876
N 1.644 -2.920 -0.906
H 0.343 -2.995 -8.925
H 1.824 -2.514 -9.577
H -0.253 -2.594 -6.645
H 0.525 -1.934 -4.398
H 4.254 -0.722 -6.025
H 3.490 -1.371 -8.304
H 2.348 -5.940 -2.139
H 1.285 -4.770 -0.001
Br -1.800 -4.918 5.473
C -1.274 -3.807 4.007
C -1.597 -4.168 2.714
C -1.155 -3.332 1.691
N -0.442 -2.244 1.901
C -0.159 -1.907 3.143
C -0.554 -2.652 4.249
H -2.170 -5.058 2.505
H -1.402 -3.548 0.662
H 0.416 -1.002 3.266
H -0.309 -2.344 5.254
C -0.262 9.549 3.741
C -1.182 8.419 4.090
C -1.563 7.471 3.152
C -2.437 6.445 3.464
C -2.953 6.348 4.755
N -3.878 5.387 5.151
C -4.210 4.117 4.704
O -5.218 3.600 5.143
N -3.330 3.534 3.846
C -3.445 2.232 3.334
C -4.669 1.583 3.199
C -4.679 0.298 2.688
C -3.478 -0.295 2.325
N -2.312 0.319 2.452
C -2.295 1.545 2.938
C -2.581 7.307 5.700
C -1.711 8.324 5.373
H 0.210 9.389 2.775
H 0.515 9.660 4.496
H -0.824 10.482 3.698
H -1.180 7.541 2.145
H -2.730 5.746 2.696
H -4.454 5.651 5.939
H -2.433 3.975 3.698
H -5.585 2.067 3.499
H -5.613 -0.232 2.575
H -3.444 -1.288 1.903
H -1.312 1.992 3.028
H -2.986 7.244 6.700
H -1.443 9.055 6.121
*
```

Values from the calculation:
Lowest unoccupied orbital energy   1.56 eV

---

Entry 3:
C47H66FN2O15P3S2 | ωB97M-V/def2-TZVPD

```
! RIJCOSX wB97M-V def2-TZVPD def2/J DEFGRID3
* xyz 0 1
C -7.747 2.309 7.559
C -8.892 3.237 6.935
C -9.147 2.927 5.388
O -8.872 4.065 4.542
C -7.686 3.847 3.764
C -6.454 3.986 4.719
C -6.373 5.193 5.546
C -5.241 5.450 6.450
C -4.155 4.445 6.571
C -2.984 4.767 7.545
C -1.595 5.014 6.824
F -2.857 3.838 8.608
C -4.249 3.240 5.756
C -5.388 2.998 4.836
C -5.391 1.666 4.023
O -6.379 1.012 3.772
C -3.982 1.183 3.540
C -3.854 0.561 2.232
C -2.513 0.114 1.798
C -2.345 -0.558 0.406
C -1.636 0.385 -0.666
C -0.196 0.824 -0.206
S 0.685 1.809 -1.520
C 1.568 3.088 -0.503
S 0.757 4.437 -0.027
N 2.950 2.815 -0.218
C 3.579 3.832 0.618
C 4.295 4.911 -0.081
C 4.932 6.004 0.646
C 4.896 6.082 2.111
C 4.193 4.990 2.812
C 3.534 3.903 2.073
C 3.170 1.456 0.265
C 2.562 0.864 1.451
C 2.759 -0.510 1.903
C 3.626 -1.385 1.103
C 4.264 -0.811 -0.093
C 4.057 0.576 -0.528
C -1.399 0.353 2.715
C -1.488 1.007 4.020
N -0.387 1.279 4.909
C 0.517 0.122 5.108
C 0.355 -0.469 6.568
C -2.847 1.421 4.452
C -3.152 2.118 5.807
O -2.582 1.773 6.811
H -7.016 2.982 8.084
H -7.199 1.716 6.787
H -8.199 1.658 8.355
H -8.589 4.309 7.094
H -9.854 3.039 7.475
H -10.240 2.700 5.289
H -8.593 2.000 5.075
H -7.771 2.851 3.260
H -7.637 4.637 2.973
H -7.170 5.979 5.494
H -5.202 6.381 7.067
H -3.246 5.745 8.042
H -0.830 4.231 7.078
H -1.706 5.111 5.706
H -1.188 5.994 7.182
H -4.688 0.380 1.516
H -1.733 -1.499 0.440
H -3.371 -0.758 -0.007
H -1.504 -0.196 -1.627
H -2.231 1.305 -0.905
H 0.443 -0.046 0.119
H -0.341 1.553 0.643
H 4.330 4.903 -1.192
H 5.464 6.778 0.034
H 5.377 6.933 2.650
H 4.191 5.039 3.928
H 2.996 3.135 2.668
H 1.869 1.499 2.068
H 2.255 -0.942 2.803
H 3.799 -2.459 1.367
H 4.909 -1.523 -0.672
H 4.558 0.923 -1.467
H -0.384 0.014 2.370
H 0.128 2.117 4.642
H 1.579 0.504 5.026
H 0.397 -0.705 4.363
H 0.511 0.355 7.307
H -0.667 -0.930 6.619
H 1.106 -1.300 6.712
C 3.714 -5.121 -4.786
O 3.225 -3.814 -4.479
P 2.807 -3.487 -2.973
O 3.792 -3.888 -1.959
O 1.359 -4.150 -2.806
C 1.275 -5.555 -2.597
O 2.492 -1.939 -3.011
C 1.521 -1.434 -3.930
H 4.633 -5.030 -5.363
H 3.923 -5.704 -3.888
H 2.969 -5.644 -5.388
H 2.128 -5.926 -2.026
H 1.225 -6.067 -3.559
H 0.362 -5.767 -2.040
H 1.007 -2.230 -4.470
H 2.017 -0.782 -4.647
H 0.786 -0.853 -3.373
C 7.845 -9.735 -5.950
O 6.921 -9.378 -6.974
P 5.638 -8.508 -6.579
O 5.924 -7.331 -5.746
O 4.628 -9.565 -5.927
C 4.850 -9.979 -4.583
O 4.971 -8.186 -7.976
C 4.613 -9.255 -8.853
H 8.855 -9.502 -6.288
H 7.656 -9.199 -5.019
H 7.772 -10.808 -5.767
H 5.280 -9.175 -3.983
H 5.515 -10.845 -4.571
H 3.894 -10.267 -4.149
H 4.762 -10.234 -8.396
H 5.219 -9.189 -9.756
H 3.563 -9.146 -9.122
C 0.525 3.418 -8.665
O 0.624 2.858 -7.358
P 0.386 1.286 -7.179
O 1.118 0.440 -8.127
O -1.205 1.113 -7.210
C -1.868 1.135 -8.469
O 0.742 1.040 -5.658
C 0.062 1.780 -4.641
H 1.397 4.045 -8.848
H 0.477 2.651 -9.439
H -0.373 4.036 -8.716
H -1.244 0.706 -9.256
H -2.132 2.162 -8.727
H -2.782 0.548 -8.388
H -0.739 2.400 -5.045
H 0.778 2.418 -4.128
H -0.363 1.078 -3.925
*
```

Values from the calculation:
Lowest unoccupied orbital energy   -0.64 eV
ΔE to the lowest compared entry with this formula, charge and spin   0.0 kJ/mol
SMILES   CCCOCc1ccc([C@H](C)F)c2c1C(=O)c1cc(CCCSC(=S)N(c3ccccc3)c3ccccc3)cc(NCC)c1C2=O.COP(=O)(OC)OC.COP(=O)(OC)OC.COP(=O)(OC)OC

---

Number 1: energy -8547.9681 Ha. Number 2: energy -7613.0537 Ha. Number 3: energy -4989.0032 Ha.